No. 1
{"formula": "C15H21AuNO4SbSi", "method": "ωB97M-V/def2-TZVPD", "e_above_lowest_ev": 0.0000, "e_tot_ev": -43682.060, "homo_energy_ha": -0.324, "symbols": ["Au", "O", "C", "O", "C", "C", "C", "C", "C", "N", "C", "O", "O", "H", "H", "H", "C", "Sb", "C", "C", "H", "H", "H", "H", "H", "H", "H", "H", "H", "C", "Si", "C", "C", "C", "C", "H", "H", "H", "H", "H", "H", "H", "H", "H"], "coordinates": [[1.827, 0.383, -0.529], [-2.377, -0.167, 1.953], [-1.525, 0.500, 1.425], [-1.378, 0.680, 0.141], [-0.442, 1.163, 2.237], [-0.449, 1.219, 3.616], [0.627, 1.835, 4.242], [1.681, 2.334, 3.487], [1.629, 2.217, 2.109], [0.558, 1.683, 1.525], [2.762, 2.682, 1.184], [3.552, 3.479, 1.651], [2.743, 2.219, -0.013], [-1.272, 0.782, 4.162], [0.659, 1.898, 5.321], [2.549, 2.794, 3.935], [0.799, 4.090, -0.706], [-0.409, 2.349, -0.553], [-0.769, 1.772, -2.539], [-2.190, 3.301, 0.119], [0.190, 4.721, -1.357], [1.764, 3.868, -1.138], [0.927, 4.564, 0.264], [-1.512, 2.460, -2.945], [-1.153, 0.757, -2.528], [0.149, 1.826, -3.117], [-2.350, 4.236, -0.417], [-2.121, 3.524, 1.184], [-3.014, 2.617, -0.060], [-0.910, -4.783, 0.060], [-0.006, -4.175, -1.467], [1.399, -5.345, -1.884], [-1.195, -4.046, -2.914], [0.678, -2.509, -1.126], [1.108, -1.392, -0.915], [-1.319, -5.783, -0.094], [-1.731, -4.113, 0.315], [-0.232, -4.823, 0.914], [1.033, -6.364, -2.025], [2.137, -5.357, -1.081], [1.904, -5.035, -2.799], [-1.646, -5.016, -3.135], [-0.678, -3.702, -3.811], [-1.997, -3.342, -2.691]], "mulliken_charge": [0.0799, -0.6375, 0.3671, -0.6648, 0.3044, -0.6895, -0.3341, -0.7683, 0.4211, 0.1510, 0.3308, -0.6628, -0.7644, 0.5477, 0.4514, 0.5558, -1.2764, 1.3923, -1.1949, -1.2998, 0.5272, 0.3659, 0.3774, 0.4145, 0.3262, 0.3702, 0.4643, 0.3897, 0.3469, -0.9590, 0.0774, -0.9637, -0.9728, 0.0437, 0.1804, 0.3019, 0.2995, 0.3064, 0.3073, 0.2915, 0.2918, 0.3035, 0.3076, 0.2933]}

=====

No. 2
{"formula": "C15H21AuNO4SbSi", "method": "ωB97M-V/def2-TZVPD", "e_above_lowest_ev": 0.0238, "e_tot_ev": -43682.036, "homo_energy_ha": -0.329, "symbols": ["Au", "O", "C", "O", "C", "C", "C", "C", "C", "N", "C", "O", "O", "H", "H", "H", "C", "Sb", "C", "C", "H", "H", "H", "H", "H", "H", "H", "H", "H", "C", "Si", "C", "C", "C", "C", "H", "H", "H", "H", "H", "H", "H", "H", "H"], "coordinates": [[0.766, -0.745, 0.837], [3.739, 2.730, 1.510], [2.978, 1.814, 1.259], [1.790, 1.909, 0.793], [3.537, 0.388, 1.548], [4.843, 0.289, 2.000], [5.380, -0.961, 2.281], [4.583, -2.084, 2.127], [3.286, -1.923, 1.677], [2.798, -0.716, 1.372], [2.345, -3.149, 1.570], [2.815, -4.221, 1.900], [1.163, -2.910, 1.124], [5.397, 1.207, 2.124], [6.398, -1.052, 2.634], [4.913, -3.087, 2.354], [-0.108, -0.099, -2.588], [0.684, 1.072, -1.006], [-0.486, 2.778, -0.724], [2.511, 1.692, -1.875], [-0.311, 0.547, -3.443], [-1.018, -0.567, -2.228], [0.616, -0.863, -2.865], [-0.239, 3.489, -1.509], [-0.207, 3.179, 0.246], [-1.540, 2.507, -0.748], [2.286, 2.060, -2.876], [3.208, 0.860, -1.946], [2.913, 2.475, -1.241], [-4.539, 1.319, -0.687], [-4.136, -0.457, -0.245], [-5.041, -0.996, 1.297], [-4.509, -1.586, -1.690], [-2.321, -0.555, 0.107], [-1.140, -0.618, 0.379], [-5.604, 1.424, -0.904], [-3.991, 1.642, -1.575], [-4.295, 1.999, 0.132], [-6.121, -0.979, 1.138], [-4.809, -0.340, 2.137], [-4.755, -2.011, 1.576], [-5.582, -1.597, -1.897], [-4.195, -2.609, -1.482], [-4.001, -1.253, -2.597]], "mulliken_charge": [0.4283, -0.6702, 0.0135, -0.6302, 0.5923, -0.5561, -0.2610, -0.5094, 0.3013, -0.2329, 0.3606, -0.6654, -0.7231, 0.5438, 0.4296, 0.5318, -1.1553, 1.0112, -0.8419, -1.2545, 0.4117, 0.2192, 0.3778, 0.3795, 0.3079, 0.0987, 0.4356, 0.3769, 0.3712, -0.9943, -0.0486, -0.9744, -0.9771, -0.3517, 0.7849, 0.3323, 0.2963, 0.3350, 0.3214, 0.3070, 0.3144, 0.3356, 0.3212, 0.3075]}

=====

No. 3
{"formula": "C15H21CeN3O3", "method": "ωB97M-V/def2-TZVPD", "e_above_lowest_ev": 0.0000, "e_tot_ev": -39437.248, "homo_energy_ha": [-0.295, -0.295], "symbols": ["C", "C", "C", "C", "C", "Ce", "N", "C", "C", "H", "H", "H", "H", "H", "H", "H", "H", "H", "H", "C", "C", "C", "C", "C", "C", "O", "N", "C", "O", "N", "C", "O", "H", "H", "H", "H", "H", "H", "H", "H", "H", "H", "H"], "coordinates": [[3.755, -2.429, -0.655], [2.799, -3.443, -0.286], [2.211, -3.071, 0.977], [2.799, -1.818, 1.391], [3.753, -1.417, 0.378], [1.445, -1.206, -0.727], [1.987, -0.101, -2.467], [1.360, -1.033, -3.411], [0.888, -2.305, -2.727], [1.484, -3.665, 1.549], [2.583, -4.358, -0.853], [2.579, -1.276, 2.322], [4.368, -0.508, 0.387], [4.388, -2.438, -1.550], [1.479, -3.171, -3.028], [0.511, -0.536, -3.937], [2.303, 0.748, -2.927], [-0.200, -2.425, -2.768], [2.111, -1.270, -4.194], [-1.387, 3.785, 0.054], [-2.342, 2.604, -0.008], [-2.033, 1.372, 0.872], [-1.955, 1.634, 2.396], [-0.730, 2.337, 2.966], [-3.251, 0.396, 0.671], [-4.399, 0.749, 0.928], [-3.028, -0.904, 0.203], [-1.778, -1.428, -0.141], [-1.540, -2.565, -0.556], [-0.748, -0.545, 0.012], [-0.709, 0.730, 0.406], [0.440, 1.265, 0.360], [-1.405, 4.304, 1.017], [-1.685, 4.509, -0.713], [-0.359, 3.474, -0.163], [-3.372, 2.934, 0.203], [-2.340, 2.225, -1.043], [-2.863, 2.182, 2.695], [-2.016, 0.634, 2.858], [-0.605, 3.344, 2.559], [-0.860, 2.428, 4.051], [0.198, 1.778, 2.797], [-3.833, -1.521, 0.105]], "mulliken_charge": [-0.3396, -0.4851, -0.4597, -0.4810, -0.5208, 0.0806, -0.2556, -0.4334, -0.7852, 0.4733, 0.4560, 0.4999, 0.4738, 0.4575, 0.3727, 0.3014, 0.2092, 0.3091, 0.3067, -1.2209, -0.8812, 2.1180, -0.9506, -1.0285, -0.2640, -0.6248, 0.0096, 0.4737, -0.6445, -0.3881, 0.2888, -0.7728, 0.2448, 0.4194, 0.2938, 0.4278, 0.4192, 0.3603, 0.4285, 0.2139, 0.4197, 0.1928, 0.2855]}

=====

No. 4
{"formula": "C15H21ClN2O", "method": "ωB97M-V/def2-TZVPD", "e_above_lowest_ev": 0.4000, "smiles": "Cc1ccccc1CN1CCCN(C(=O)CCl)CC1", "e_tot_ev": -33446.368, "homo_energy_ha": -0.297, "symbols": ["C", "C", "C", "C", "C", "C", "C", "C", "N", "C", "C", "N", "C", "O", "C", "H", "H", "Cl", "C", "H", "C", "H", "H", "C", "H", "H", "H", "H", "H", "H", "H", "H", "H", "H", "H", "H", "H", "H", "H", "H"], "coordinates": [[3.362, 0.766, -1.792], [1.888, 1.056, -1.833], [1.188, 0.798, -3.006], [-0.161, 1.080, -3.121], [-0.830, 1.651, -2.054], [-0.146, 1.910, -0.880], [1.202, 1.601, -0.740], [1.883, 1.881, 0.588], [1.608, 0.966, 1.676], [0.418, 1.170, 2.471], [-0.482, -0.061, 2.676], [-0.738, -0.799, 1.457], [-1.742, -0.372, 0.669], [-2.447, 0.574, 0.968], [-1.992, -1.124, -0.634], [-1.089, -1.231, -1.233], [-2.752, -0.582, -1.194], [-2.646, -2.753, -0.310], [0.185, -1.873, 1.169], [0.343, -2.433, 2.098], [1.529, -1.352, 0.657], [1.381, -0.876, -0.312], [2.198, -2.204, 0.523], [2.191, -0.343, 1.619], [3.238, -0.221, 1.318], [2.194, -0.761, 2.631], [-0.248, -2.560, 0.445], [-1.442, 0.289, 3.067], [-0.036, -0.745, 3.400], [-0.183, 1.955, 2.013], [0.710, 1.517, 3.477], [2.968, 1.895, 0.452], [1.584, 2.878, 0.926], [-0.679, 2.366, -0.060], [-1.876, 1.903, -2.130], [-0.680, 0.870, -4.044], [1.715, 0.373, -3.849], [3.612, 0.072, -0.993], [3.927, 1.684, -1.635], [3.683, 0.329, -2.735]], "mulliken_charge": [-1.6293, 1.0918, -0.6777, -0.8083, -0.8536, -0.4594, 1.5750, -1.9633, 0.4176, -0.5979, -1.2368, 0.2876, 0.8913, -0.6722, -0.6210, 0.1747, 0.4216, -0.2036, -1.3656, 0.3205, 0.5043, -0.3336, 0.4308, -1.2351, 0.4859, 0.4048, 0.4410, 0.4996, 0.4685, 0.3513, 0.3132, 0.4898, 0.4835, 0.3324, 0.5125, 0.3991, 0.3557, 0.2181, 0.3585, 0.4286]}

=====

No. 5
{"formula": "C15H21N3O", "method": "ωB97M-V/def2-TZVPD", "e_above_lowest_ev": 14.6620, "smiles": "CCCCCn1c(CNC(C)=O)nc2ccccc21", "e_tot_ev": -22400.507, "homo_energy_ha": -0.307, "symbols": ["C", "C", "C", "C", "H", "H", "C", "N", "C", "N", "C", "C", "C", "C", "C", "C", "H", "H", "H", "H", "C", "N", "C", "O", "C", "H", "H", "H", "H", "H", "H", "H", "H", "H", "H", "H", "H", "H", "H", "H"], "coordinates": [[2.932, -3.563, 2.033], [3.679, -2.402, 1.326], [3.090, -1.964, -0.034], [1.775, -1.562, -0.053], [1.189, -2.492, 0.175], [1.624, -1.346, -0.987], [1.728, -0.273, 0.977], [0.126, 0.062, 0.680], [-0.328, 0.952, -0.207], [-1.539, 1.252, -0.197], [-2.175, 0.441, 1.000], [-3.400, 0.101, 1.427], [-3.328, -0.769, 2.256], [-2.424, -1.291, 2.985], [-1.104, -1.268, 2.401], [-0.825, -0.220, 1.529], [-0.076, -1.658, 2.830], [-2.432, -2.009, 3.810], [-4.571, -0.812, 2.744], [-4.129, 0.836, 1.048], [0.581, 1.669, -1.191], [-0.198, 2.416, -2.018], [-0.077, 2.080, -3.447], [0.999, 1.482, -3.736], [-1.301, 2.408, -4.515], [-1.208, 3.686, -4.376], [-0.613, 2.333, -5.567], [-2.176, 2.112, -4.222], [-1.000, 2.739, -1.824], [1.223, 2.619, -0.655], [1.191, 1.073, -1.645], [1.667, -0.672, 1.877], [2.195, 0.509, 0.588], [3.978, -1.313, -0.348], [3.380, -2.931, -0.621], [4.573, -2.704, 1.422], [3.596, -1.762, 2.029], [2.985, -4.290, 1.482], [1.852, -3.366, 2.272], [3.305, -3.971, 3.147]], "mulliken_charge": [-1.2787, -1.1576, -0.7016, -0.1406, 0.3183, 0.4376, -1.5915, 0.1747, 0.8873, -0.6898, 0.1633, -0.6457, 0.0372, -0.8805, -0.2662, 0.6755, 0.0883, 0.3921, 0.0828, 0.3365, -1.1676, -0.1626, 0.6001, -0.6423, -1.0265, 0.2504, 0.2632, 0.4466, 0.2284, 0.0955, 0.7183, 0.6256, 0.5107, 0.2568, 0.3964, 0.8063, 0.5186, 0.5411, 0.2208, 0.2790]}